# C53H37N7O5V

C53H37N7O5V as an isolated structure in a non-equilibrium geometry (ωB97M-V/def2-TZVPD, the Open Molecules 2025 dataset).

```
103
Properties=species:S:1:pos:R:3:forces:R:3
V 0.3595 -0.5606 -0.2347 4.88 -0.38 1.06
O -1.1807 0.1274 -0.4795 -3.39 2.29 -0.41
O -2.0753 5.0177 2.2935 -0.41 0.69 0.51
O -0.3844 1.0962 1.9554 0.05 -0.35 -0.10
O -0.2360 3.1773 -0.2195 0.47 -0.44 -0.44
O -3.0361 -0.9025 -1.1436 -0.02 0.25 0.36
N 1.1555 -1.3630 1.4538 -0.40 -0.56 0.78
N -2.4903 1.9753 0.6179 -0.27 -0.14 -0.12
N 0.6569 -0.5243 -2.1895 0.26 0.14 -0.97
N 2.2018 0.4140 -0.2602 0.40 0.93 -0.26
N 1.5356 2.1841 2.4774 0.30 -0.16 0.03
N -0.4619 3.3280 2.5037 0.04 0.06 0.15
N -0.4479 -2.3276 -0.3990 -0.84 -1.43 0.23
C 3.3707 0.2296 0.4420 0.65 -0.02 -0.01
C 0.3946 -0.8942 -4.4207 0.03 0.46 -0.15
C 5.4619 0.5478 2.7198 -0.34 -0.07 -0.08
C 3.8100 1.7946 -1.0955 0.08 0.04 0.06
C 7.0251 -0.8046 3.9482 0.01 -0.01 -0.03
C -3.9033 -3.7582 3.9029 -0.16 -0.10 0.12
C 0.9840 0.6147 -2.8656 0.31 -0.09 0.33
C 0.4894 4.6904 -4.2902 -0.02 0.21 -0.15
C 0.8046 -1.8448 3.6628 0.73 0.32 0.49
C 1.4765 3.0785 -2.7568 -0.09 0.36 -0.17
C 0.2557 -1.8900 2.3516 -0.08 -0.57 -0.54
C -2.6350 2.7645 1.6591 -0.13 0.21 0.06
C 0.2102 -1.4246 -3.1181 -0.23 -0.55 -0.16
C -0.7984 -3.0018 -1.5334 -0.14 -0.18 -0.21
C 4.3958 1.0342 -0.1105 -0.10 -0.08 0.05
C -0.5278 -4.4978 -4.4540 0.03 0.05 0.05
C -3.3444 -4.5837 4.8686 -0.08 -0.04 0.05
C -2.8399 -3.4999 -5.6012 -0.09 0.01 -0.13
C -0.8794 -2.6229 1.9867 0.48 0.55 -0.03
C 3.4523 -0.5089 1.6398 -1.68 -0.28 -0.06
C -1.7102 -3.2925 2.9936 -0.19 -0.06 0.27
C -2.4428 -0.0948 -0.4451 -1.85 -0.73 -0.62
C 1.5863 1.7410 -2.2515 -0.37 -0.45 0.02
C -1.1644 -4.1398 3.9611 -0.01 -0.04 -0.15
C 2.0952 -1.4195 3.5382 -0.67 -0.33 0.46
C -1.0518 4.1937 0.2896 -0.50 0.28 0.40
C 1.2445 5.7198 -3.7474 -0.04 0.12 -0.04
C 0.1624 2.1592 2.2287 0.37 0.21 0.70
C -0.4792 -2.6017 -2.8282 0.22 0.52 0.39
C -1.1057 -5.1523 -5.5272 -0.01 -0.17 -0.21
C 2.1635 4.1588 -2.1661 0.06 -0.21 0.01
C 6.6146 0.4316 3.4682 0.28 0.00 0.20
C -3.5315 2.4583 2.6790 -0.17 -0.15 -0.02
C -1.9710 -4.7764 4.8857 -0.10 -0.09 0.22
C 5.0936 -1.8088 2.9431 -0.24 0.16 -0.33
C -1.1074 -2.9253 0.6363 0.45 0.03 -0.50
C -4.0198 0.4069 1.5375 0.20 -0.10 -0.48
C 0.5870 3.4079 -3.7996 0.10 -0.23 0.06
C 2.0605 5.4389 -2.6601 0.03 0.21 -0.09
C 6.2482 -1.9251 3.6854 0.37 0.02 0.27
C -4.2622 1.2864 2.5843 0.13 0.18 0.17
C 2.2919 -1.1128 2.1602 1.22 0.51 -0.43
C -2.2580 -4.6515 -6.1083 -0.11 -0.10 -0.10
C 0.8481 0.3890 -4.2610 -0.21 -0.44 -0.51
C -1.6591 -4.0841 -1.1999 -0.09 -0.10 0.22
C -1.6527 3.9380 1.7283 0.48 -0.20 -0.79
C -2.2595 -2.8412 -4.5345 0.04 -0.02 0.08
C -1.8639 -4.0245 0.1501 -0.22 -0.29 -0.36
C 4.6765 -0.5739 2.4240 0.67 -0.07 0.50
C -3.0913 0.7934 0.5830 -0.04 0.16 0.22
C 2.4567 1.3933 -1.1689 0.45 -0.22 0.15
C -1.0928 -3.3313 -3.9559 0.07 -0.20 -0.12
C -3.0968 -3.1268 2.9754 0.12 0.03 -0.03
H -0.7949 2.3784 -0.2747 -0.01 0.25 0.09
H 4.2947 2.4963 -1.7526 0.00 0.03 -0.04
H 7.9408 -0.8894 4.5192 0.01 -0.02 0.05
H -2.0573 -4.7915 -1.9051 -0.10 -0.08 -0.05
H 0.3708 -4.8862 -3.9972 0.10 0.00 0.06
H 5.4336 1.0303 0.1714 0.07 0.01 0.07
H -0.0568 2.6436 -4.2036 -0.08 -0.03 -0.01
H 0.2814 -2.1053 4.5630 -0.01 -0.02 0.14
H -4.9730 1.0167 3.3565 -0.01 0.00 0.05
H 0.1960 -1.4194 -5.3379 -0.02 -0.02 -0.13
H 2.0254 2.9990 2.1411 -0.07 0.01 -0.10
H -2.7041 -1.9489 -4.1218 -0.05 0.14 0.07
H -1.8920 4.4074 -0.3867 0.02 0.06 0.04
H -3.5277 -2.4875 2.2198 -0.03 0.08 -0.06
H 0.1586 4.0782 2.7798 -0.15 0.03 -0.02
H -3.6126 3.1203 3.5248 0.00 0.18 0.07
H 1.1572 1.0709 -5.0314 -0.03 0.10 -0.08
H -4.9766 -3.6040 3.8816 0.03 0.01 -0.03
H -0.4312 5.0934 0.3669 -0.14 -0.04 0.09
H -3.9768 -5.0779 5.5971 0.02 0.01 0.00
H 6.5541 -2.8926 4.0680 -0.03 0.00 -0.03
H -1.5287 -5.4305 5.6296 0.01 0.00 -0.04
H -0.6516 -6.0521 -5.9231 0.02 -0.04 0.01
H 5.1359 1.5222 2.3883 -0.05 0.04 -0.06
H 4.4900 -2.6795 2.7329 -0.03 -0.08 -0.04
H -0.0998 -4.3249 3.9624 0.06 0.04 -0.02
H 1.1622 6.7283 -4.1321 -0.01 0.03 -0.01
H -3.7476 -3.1130 -6.0452 -0.05 0.03 -0.01
H -2.4499 -4.6845 0.7645 -0.08 -0.10 0.02
H 2.7626 3.9832 -1.2883 0.02 -0.01 0.08
H -4.4923 -0.5615 1.4832 -0.08 -0.08 -0.06
H 2.6139 6.2416 -2.1874 0.00 0.00 0.06
H 2.8177 -1.2787 4.3232 0.05 0.03 0.04
H -2.7111 -5.1616 -6.9496 0.01 -0.02 -0.02
H -0.1989 4.9002 -5.1006 -0.05 -0.02 -0.01
H 1.9725 1.3213 2.1797 -0.01 0.14 0.02
H 7.1948 1.3173 3.7020 -0.01 -0.01 -0.04
```
Positions in Å, forces in eV/Å.

Results
Orbital gap (alpha / beta), eV: 4.37 / 5.26
Net charge: -2
Multiplicity: 4
Highest occupied orbital energy (alpha / beta), Ha: -0.01826 / -0.06133
Energy, eV: -101921.5208

These are the Löwdin partial charges, in e, on atoms 1 to 5: V 1.01; O -0.15; O -0.18; O 0.03; O -0.09